(1)
{
  "formula": "C21H28BrIrNS3",
  "method": "ωB97M-V/def2-TZVPD",
  "elements": ["Ir", "C", "C", "S", "C", "C", "S", "C", "C", "S", "H", "H", "H", "H", "H", "H", "H", "H", "H", "H", "H", "H", "C", "N", "C", "C", "C", "C", "C", "C", "C", "C", "H", "H", "H", "H", "H", "H", "H", "H", "H", "H", "H", "H", "Br", "C", "C", "C", "C", "C", "C", "H", "H", "H", "H"],
  "coordinates": [[0.2747, -0.3040, 0.0830], [-1.7942, 2.7400, 0.0040], [-2.6633, 2.5953, -1.2462], [-2.0167, 1.4200, -2.4486], [-3.2079, 0.0703, -2.5188], [-2.6031, -1.3013, -2.1763], [-1.5017, -1.5830, -0.7477], [-2.6355, -1.2221, 0.6066], [-2.9224, 0.2565, 0.8232], [-1.3951, 1.2336, 0.9558], [-2.2863, 3.4195, 0.7024], [-0.8162, 3.1588, -0.2397], [-2.7006, 3.5705, -1.7309], [-3.6912, 2.3462, -0.9864], [-3.5858, 0.0192, -3.5390], [-4.0648, 0.2776, -1.8791], [-2.0378, -1.6961, -3.0207], [-3.4125, -2.0076, -1.9794], [-2.1478, -1.6558, 1.4771], [-3.5687, -1.7674, 0.4554], [-3.4919, 0.3771, 1.7447], [-3.5093, 0.6733, 0.0151], [1.8408, 0.3602, 2.6619], [1.9266, 0.4447, 1.1874], [3.1640, -0.2682, 0.7576], [2.0659, 1.8935, 0.8430], [1.9031, 2.0303, -0.6320], [2.4319, 3.0819, -1.3702], [2.2379, 3.1140, -2.7420], [1.5534, 2.0766, -3.3651], [1.0231, 1.0344, -2.6189], [1.1610, 1.0143, -1.2318], [2.7503, 0.7930, 3.0857], [1.7627, -0.6710, 2.9805], [0.9752, 0.9243, 3.0064], [4.0183, 0.1640, 1.2848], [3.3031, -0.1562, -0.3141], [3.0747, -1.3199, 1.0119], [3.0398, 2.2517, 1.1909], [1.2995, 2.4377, 1.4022], [3.0010, 3.8632, -0.8790], [2.6427, 3.9288, -3.3274], [1.4294, 2.0791, -4.4408], [0.5207, 0.2231, -3.1296], [1.1943, -6.2475, 3.1740], [0.9431, -4.5837, 2.3327], [0.3191, -3.5542, 3.0182], [0.1420, -2.3267, 2.3910], [0.5444, -2.1108, 1.0677], [1.1521, -3.1806, 0.4032], [1.3719, -4.4005, 1.0283], [-0.0150, -3.7049, 4.0364], [-0.3210, -1.5292, 2.9642], [1.4600, -3.0743, -0.6323], [1.8622, -5.2078, 0.5003]],
  "atomic_forces_ev_per_a": [[-0.48, 0.22, 0.95], [-0.26, 0.09, 0.12], [0.04, -0.09, 0.27], [0.06, 0.19, -0.42], [0.01, -0.26, 0.34], [0.04, 0.28, -0.17], [-0.49, -0.11, -0.21], [-0.08, -0.04, 0.13], [-0.05, -0.13, 0.01], [0.84, 0.03, -0.83], [0.04, 0.05, 0.00], [0.02, -0.07, -0.03], [0.01, 0.02, 0.02], [-0.03, 0.02, -0.06], [-0.05, -0.06, 0.00], [0.01, 0.08, -0.03], [0.05, 0.05, 0.00], [0.03, -0.08, -0.10], [-0.05, -0.02, 0.07], [0.01, 0.03, -0.10], [0.09, 0.09, 0.05], [-0.02, -0.07, -0.01], [0.04, 0.04, -0.06], [0.26, 0.36, 0.19], [-0.03, 0.06, 0.16], [0.20, -0.03, 0.04], [-0.13, -0.01, 0.06], [0.06, -0.09, -0.02], [-0.01, -0.02, -0.04], [0.13, 0.00, -0.03], [0.26, -0.30, 0.13], [-0.74, 0.51, -0.33], [-0.04, 0.05, 0.06], [0.04, -0.06, -0.02], [-0.01, -0.04, 0.01], [0.02, -0.01, -0.04], [-0.01, 0.00, -0.02], [0.00, -0.01, 0.02], [-0.02, 0.03, 0.02], [-0.07, -0.03, -0.02], [-0.01, -0.01, 0.00], [-0.01, -0.01, 0.00], [0.01, 0.00, 0.01], [-0.12, 0.05, 0.01], [0.03, -0.11, 0.07], [-0.04, 0.12, -0.04], [-0.02, 0.00, -0.01], [0.04, 0.01, -0.01], [0.45, -0.53, -0.15], [-0.06, -0.15, 0.05], [0.05, 0.00, -0.07], [-0.01, 0.01, -0.01], [-0.02, -0.02, 0.00], [0.01, -0.03, 0.02], [-0.02, 0.00, 0.01]],
  "lowdin_charge": [0.974, -0.452, -0.499, 0.929, -0.494, -0.448, 0.867, -0.462, -0.439, 0.886, 0.089, 0.076, 0.085, 0.076, 0.080, 0.074, 0.082, 0.087, 0.057, 0.105, 0.099, 0.040, -0.066, -0.392, -0.043, -0.162, -0.277, -0.033, -0.070, -0.081, -0.168, -0.283, 0.107, 0.074, 0.086, 0.106, 0.099, 0.084, 0.139, 0.117, 0.119, 0.109, 0.111, 0.084, 0.776, -0.701, -0.118, -0.167, -0.404, -0.151, -0.118, 0.107, 0.097, 0.100, 0.107],
  "charge": 1,
  "e_tot_ha": -4744.39670,
  "gap_ev": [6.6, 6.4]
}

***

(2)
{
  "formula": "C21H28IN3SiSr",
  "method": "ωB97M-V/def2-TZVPD",
  "elements": ["C", "C", "H", "H", "H", "H", "H", "H", "C", "C", "C", "C", "H", "H", "H", "H", "N", "C", "C", "N", "C", "C", "C", "H", "H", "C", "H", "H", "Sr", "I", "C", "Si", "C", "C", "N", "C", "C", "C", "C", "C", "C", "H", "H", "H", "H", "H", "H", "H", "H", "H", "H", "H", "H", "H", "H"],
  "coordinates": [[2.3070, 3.5766, -0.7519], [3.1816, 2.4143, -1.2486], [1.5839, 3.9150, -1.5106], [2.9630, 4.4315, -0.5413], [1.7589, 3.4526, 0.2033], [2.7034, 1.6381, -1.8709], [3.9298, 2.8530, -1.9242], [3.7336, 1.9390, -0.4303], [-2.3924, 1.9000, -1.8466], [-3.6785, 1.6907, -2.3489], [-3.9119, 0.5510, -3.1230], [-2.8685, -0.3410, -3.3495], [-2.1517, 2.7795, -1.2366], [-4.4577, 2.4189, -2.1232], [-4.8954, 0.3511, -3.5428], [-2.9951, -1.2295, -3.9615], [-1.3796, 1.0281, -2.0317], [-1.6149, -0.1069, -2.7483], [-0.5215, -1.1197, -2.7712], [0.6160, -0.8296, -2.0736], [1.5987, -1.7545, -2.0131], [0.3175, -3.3245, -3.3233], [1.4782, -3.0213, -2.5964], [2.5098, -1.4571, -1.4775], [2.2871, -3.7346, -2.4793], [-0.6798, -2.3586, -3.4257], [-1.5853, -2.5356, -3.9975], [0.1947, -4.2915, -3.8027], [0.7316, 1.3943, -0.5118], [-0.8206, 3.5378, 1.3165], [3.1703, -0.0085, 1.2914], [1.7059, -0.2369, 2.4450], [1.9301, -1.8182, 3.4054], [1.6314, 1.2324, 3.5953], [0.2673, -0.2150, 1.4488], [-0.9828, -0.5799, 1.8042], [-1.9468, -0.8469, 0.7742], [-3.2662, -1.1227, 1.0857], [-3.6747, -1.2198, 2.4217], [-2.7382, -1.0446, 3.4443], [-1.4123, -0.7335, 3.1626], [3.9855, -0.6629, 1.6304], [3.5661, 1.0173, 1.3061], [2.9631, -0.3139, 0.2528], [2.8564, -1.7126, 3.9865], [1.1209, -2.0272, 4.1151], [2.0298, -2.6973, 2.7558], [1.1089, 2.0620, 3.0965], [1.0865, 1.0053, 4.5198], [2.6468, 1.5520, 3.8649], [-1.5902, -0.8509, -0.2609], [-3.9821, -1.2743, 0.2771], [-4.7040, -1.4890, 2.6676], [-3.0343, -1.1551, 4.4863], [-0.6793, -0.6267, 3.9657]],
  "atomic_forces_ev_per_a": [[0.24, 0.62, 0.11], [0.91, 0.54, -0.38], [0.15, -0.06, 0.21], [-0.21, -0.21, -0.14], [0.26, 0.01, -0.37], [0.12, 0.19, 0.14], [-0.15, -0.31, 0.15], [-0.17, 0.05, -0.31], [0.21, -0.35, -0.17], [0.23, -0.21, -0.08], [0.21, 0.31, 0.15], [0.79, 0.07, 0.41], [-0.16, -0.33, -0.21], [0.18, -0.29, -0.12], [0.19, 0.08, 0.07], [-0.24, 0.26, 0.19], [-0.81, -0.36, -0.54], [-0.60, 0.94, 0.28], [1.02, -0.57, 0.24], [-0.19, -0.54, -0.69], [-0.84, 0.02, -0.37], [0.29, 0.53, 0.34], [-0.23, 0.40, -0.02], [-0.45, -0.25, -0.19], [-0.15, 0.05, -0.08], [0.24, 0.52, 0.33], [0.27, -0.19, 0.14], [0.05, 0.15, 0.09], [-1.63, -1.26, 1.38], [-0.02, 0.02, -0.30], [0.50, 0.00, -0.24], [-2.55, 0.10, -0.35], [0.38, -0.29, 0.25], [0.47, 0.12, 0.26], [2.21, 0.21, -0.60], [-0.61, -0.33, 0.17], [0.35, 0.20, 0.65], [0.01, -0.03, 0.23], [-0.19, -0.13, 0.02], [0.25, 0.00, -0.18], [-0.20, -0.09, -0.76], [-0.08, 0.16, -0.08], [-0.09, -0.26, 0.03], [0.05, 0.10, 0.23], [-0.06, -0.19, 0.01], [0.12, 0.15, -0.20], [0.02, 0.18, 0.06], [0.18, -0.20, 0.14], [0.09, 0.05, -0.15], [-0.15, 0.12, 0.15], [-0.19, 0.06, 0.42], [0.07, -0.06, 0.19], [0.28, 0.18, -0.10], [-0.06, 0.00, -0.19], [-0.32, 0.12, -0.22]],
  "lowdin_charge": [-0.260, -0.219, 0.078, 0.093, -0.072, 0.033, 0.088, 0.050, -0.131, -0.029, -0.041, -0.004, 0.023, 0.116, 0.114, 0.100, -0.010, -0.223, -0.205, 0.027, -0.110, -0.038, -0.039, 0.100, 0.108, 0.001, 0.102, 0.114, 1.100, -0.050, -0.185, 0.323, -0.180, -0.187, -0.229, -0.421, -0.068, -0.122, -0.138, -0.114, -0.051, 0.042, 0.021, -0.012, 0.028, 0.024, 0.031, -0.047, 0.031, 0.025, 0.066, 0.090, 0.085, 0.095, 0.079],
  "e_tot_ha": -1599.31298,
  "gap_ev": 5.0
}

***

(3)
{
  "formula": "C21H28N",
  "method": "ωB97M-V/def2-TZVPD",
  "elements": ["C", "C", "C", "C", "N", "C", "C", "C", "C", "C", "C", "C", "C", "C", "C", "C", "C", "C", "C", "C", "C", "C", "H", "H", "H", "H", "H", "H", "H", "H", "H", "H", "H", "H", "H", "H", "H", "H", "H", "H", "H", "H", "H", "H", "H", "H", "H", "H", "H", "H"],
  "coordinates": [[0.5082, 5.3007, 3.6302], [-0.1223, 4.3839, 2.5567], [0.7008, 3.1659, 2.1356], [0.0643, 2.2505, 1.0624], [0.9429, 0.9598, 0.8807], [1.0321, 0.3035, -0.4291], [-0.2369, -0.4633, -0.6947], [-1.5031, -0.0134, -0.7869], [-2.6695, -0.8691, -0.9730], [-3.9238, -0.2233, -1.0992], [-5.0894, -0.9415, -1.2447], [-5.0669, -2.3370, -1.3067], [-6.3747, -3.0482, -1.4843], [-3.8411, -3.0049, -1.1805], [-2.6540, -2.2917, -1.0229], [2.3205, -0.5441, -0.5026], [3.5597, 0.0690, -0.7719], [4.7113, -0.6929, -1.0072], [4.6742, -2.0896, -1.0177], [5.9127, -2.8899, -1.3394], [3.4526, -2.6966, -0.7622], [2.3080, -1.9445, -0.4602], [-0.1841, 6.1013, 3.9147], [0.7473, 4.7509, 4.5470], [1.4209, 5.7962, 3.2763], [-1.0948, 4.0528, 2.9347], [-0.3334, 5.0140, 1.6855], [1.6584, 3.5250, 1.7281], [0.9439, 2.5671, 3.0358], [-0.9103, 1.8618, 1.3802], [0.0335, 2.6709, 0.0518], [1.8869, 1.1396, 1.2779], [0.5868, 0.2565, 1.5380], [1.1159, 1.0841, -1.2183], [-0.0174, -1.5057, -0.8863], [-1.6948, 1.0749, -0.7902], [-3.9326, 0.8684, -1.0991], [-6.0401, -0.4117, -1.3188], [-6.2533, -4.1371, -1.5432], [-7.0713, -2.8269, -0.6548], [-6.8797, -2.7082, -2.4064], [-3.8330, -4.0918, -1.2110], [-1.7010, -2.8285, -0.9656], [3.6177, 1.1584, -0.9007], [5.6646, -0.2045, -1.2062], [5.7016, -3.9693, -1.4235], [6.3819, -2.5772, -2.2932], [6.6959, -2.7697, -0.5648], [3.3891, -3.7769, -0.7993], [1.3959, -2.4975, -0.2712]],
  "atomic_forces_ev_per_a": [[0.18, -0.26, -0.09], [-0.50, 0.46, 0.06], [0.64, -0.22, -0.15], [0.53, -0.77, 0.26], [0.30, 1.11, 2.45], [0.24, -0.05, -1.95], [-0.18, -0.41, -0.11], [1.17, 0.15, -0.18], [-1.23, -0.59, -0.25], [0.97, -0.07, 0.10], [-0.08, -0.03, -0.10], [0.01, 0.23, 0.23], [-0.50, -0.30, -0.09], [-0.01, 0.39, -0.07], [0.10, 0.79, -0.01], [0.18, -0.34, -0.28], [0.03, 0.01, -0.27], [-0.28, 0.30, 0.24], [0.07, 0.18, -0.15], [0.52, -0.28, -0.12], [-0.31, 0.31, 0.35], [0.27, -0.08, -0.31], [0.02, -0.25, -0.18], [0.01, 0.02, -0.16], [-0.12, -0.24, 0.01], [0.03, -0.07, -0.07], [-0.01, -0.20, -0.05], [-0.07, -0.11, 0.14], [-0.16, 0.13, -0.35], [0.12, 0.33, -0.30], [-0.20, 0.20, 0.39], [-0.40, 0.20, -0.66], [-0.18, 0.05, -0.16], [0.15, -0.09, 0.73], [-0.51, 0.01, 0.16], [-0.01, -0.61, 0.23], [-0.14, -0.26, 0.08], [0.22, -0.17, -0.04], [-0.02, 0.28, 0.01], [0.37, -0.09, -0.28], [0.25, -0.17, 0.33], [0.09, 0.17, -0.03], [-0.43, 0.14, 0.08], [-0.01, -0.40, 0.17], [-0.29, 0.06, -0.01], [-0.02, 0.48, 0.08], [-0.37, -0.04, 0.45], [-0.47, 0.00, -0.28], [-0.09, 0.01, 0.10], [0.10, 0.06, 0.06]],
  "lowdin_charge": [-0.099, -0.261, -0.203, -0.081, 0.077, -0.250, -0.044, -0.038, -0.218, -0.035, -0.042, -0.267, -0.051, -0.027, -0.012, -0.183, -0.033, -0.027, -0.265, -0.044, -0.019, -0.025, 0.078, 0.075, 0.077, 0.111, 0.113, 0.123, 0.128, 0.129, 0.131, 0.175, 0.185, 0.168, 0.079, 0.116, 0.112, 0.124, 0.080, 0.093, 0.093, 0.116, 0.108, 0.119, 0.123, 0.083, 0.093, 0.094, 0.118, 0.102],
  "charge": 1,
  "e_tot_ha": -871.51251,
  "gap_ev": 8.3,
  "smiles": "CCCC[NH2+][C@H](/C=C/c1ccc(C)cc1)c1ccc(C)cc1"
}

***

(4)
{
  "formula": "C21H28N2O10S",
  "method": "ωB97M-V/def2-TZVPD",
  "elements": ["O", "C", "C", "C", "C", "C", "C", "C", "C", "C", "C", "S", "C", "N", "N", "C", "O", "C", "O", "O", "H", "H", "H", "H", "H", "H", "H", "H", "H", "H", "H", "H", "H", "H", "H", "H", "C", "C", "C", "O", "C", "O", "O", "H", "H", "H", "H", "H", "H", "C", "C", "C", "O", "C", "O", "O", "H", "H", "H", "H", "H", "H"],
  "coordinates": [[-0.0045, 3.4071, 4.0329], [0.1320, 3.3960, 2.8444], [-0.2605, 2.2509, 1.9321], [0.5081, 2.4512, 0.8613], [0.5670, 1.5351, -0.3308], [1.5384, 0.3858, 0.0755], [2.9847, 0.6817, -0.3533], [4.0416, 0.0450, 0.5503], [4.6411, 0.9914, 1.5800], [3.7068, 1.3723, 2.7266], [3.1530, 0.1975, 3.5084], [4.4325, -0.5507, 4.5593], [4.4827, -2.2158, 4.0598], [5.4419, -2.9368, 4.4179], [5.2023, -4.1851, 3.8541], [4.1355, -4.0918, 3.2234], [3.5907, -2.8625, 3.3011], [1.3345, 3.6722, 1.0535], [2.3464, 4.0054, 0.4948], [0.7334, 4.3663, 2.0961], [-0.9703, 1.4801, 2.1327], [-0.3950, 1.0847, -0.5432], [0.9697, 2.0241, -1.2055], [1.2089, -0.5531, -0.3521], [1.5165, 0.3045, 1.1554], [3.1252, 1.7524, -0.4537], [3.1147, 0.2418, -1.3349], [3.6851, -0.8734, 1.0052], [4.8575, -0.2627, -0.0946], [5.5497, 0.5697, 1.9938], [4.9178, 1.9086, 1.0665], [4.2493, 2.0411, 3.3848], [2.8614, 1.9218, 2.3221], [2.6731, -0.5362, 2.8764], [2.3838, 0.5717, 4.1714], [3.7201, -4.9085, 2.6785], [-4.1078, 4.1315, -2.4180], [-4.1243, 2.8773, -1.5795], [-3.2206, 2.9000, -0.3744], [-2.9538, 1.4957, -0.1792], [-3.0493, 0.9112, -1.3940], [-2.7067, -0.2009, -1.6352], [-3.5763, 1.7602, -2.3031], [-4.5558, 3.9435, -3.3927], [-4.6629, 4.9288, -1.9254], [-3.0868, 4.4740, -2.5924], [-5.1525, 2.6266, -1.3042], [-3.6899, 3.3291, 0.5075], [-2.2683, 3.4025, -0.5607], [-3.3574, -2.6086, -3.3969], [-3.9533, -3.9443, -3.0301], [-3.0200, -5.1222, -3.1530], [-3.9335, -6.2055, -3.3794], [-5.0373, -5.6852, -3.9765], [-5.9086, -6.3279, -4.4573], [-4.9994, -4.3283, -3.9457], [-4.1407, -1.8675, -3.5436], [-2.6912, -2.2574, -2.6177], [-2.7971, -2.6745, -4.3320], [-4.3964, -3.8943, -2.0311], [-2.4286, -5.2997, -2.2580], [-2.3566, -5.0464, -4.0176]],
  "atomic_forces_ev_per_a": [[0.14, 0.79, -0.60], [-1.72, -1.81, 1.24], [1.31, 2.10, -0.18], [-1.09, -1.18, -1.31], [0.97, -0.55, 0.93], [0.38, 0.61, -0.31], [-0.43, -0.78, 0.15], [0.49, 0.40, -0.35], [-0.40, 0.03, 0.18], [0.24, -0.29, -0.55], [-0.08, 0.34, 0.34], [-0.41, 0.00, -0.12], [-0.62, 1.69, -0.02], [1.87, -1.30, 0.65], [2.22, -0.59, 1.31], [-0.93, -0.48, -0.74], [-1.41, 0.55, -0.75], [0.68, 0.18, -0.89], [-1.46, -0.04, 0.66], [1.41, 0.39, 0.35], [-0.16, -0.32, 0.26], [-0.32, 0.28, 0.04], [-0.08, 0.25, -0.31], [-0.09, -0.23, -0.02], [-0.19, -0.28, 0.21], [0.21, 0.22, 0.11], [-0.01, 0.15, -0.42], [-0.24, -0.21, 0.12], [0.27, -0.15, -0.09], [0.24, -0.17, 0.10], [0.18, 0.16, -0.07], [-0.05, 0.23, 0.27], [-0.17, 0.20, 0.00], [0.12, -0.32, -0.12], [-0.20, -0.02, 0.29], [-0.70, 0.10, -0.39], [0.21, -0.06, -0.22], [-0.01, 0.56, -0.31], [-0.08, -0.07, 0.39], [-0.02, 0.32, 0.01], [-0.01, -0.14, -0.28], [0.16, 0.00, 0.16], [-0.06, -0.12, 0.22], [-0.12, -0.01, 0.06], [-0.02, -0.03, 0.03], [0.01, -0.02, 0.04], [0.05, -0.09, 0.08], [0.03, -0.19, 0.10], [-0.06, 0.06, -0.12], [-0.11, -0.17, -0.43], [0.16, 0.48, -0.16], [0.03, -0.20, 0.18], [0.05, 0.12, -0.02], [0.03, 0.13, 0.00], [-0.12, -0.11, -0.07], [0.06, -0.24, 0.15], [-0.01, 0.03, 0.16], [0.00, 0.01, 0.08], [-0.02, -0.07, 0.00], [0.00, -0.10, 0.01], [-0.10, -0.17, 0.02], [-0.02, 0.13, -0.01]],
  "lowdin_charge": [0.162, -0.434, 0.119, -0.142, -0.094, -0.159, -0.184, -0.198, -0.201, -0.257, -0.458, 1.037, -0.728, 0.042, 0.066, -0.217, 0.052, -0.373, 0.175, 0.147, 0.137, 0.097, 0.122, 0.116, 0.087, 0.100, 0.109, 0.100, 0.108, 0.102, 0.114, 0.112, 0.085, 0.061, 0.073, 0.130, -0.016, -0.325, -0.086, 0.048, -0.567, 0.153, 0.097, 0.091, 0.093, 0.090, 0.162, 0.143, 0.134, -0.026, -0.326, -0.097, 0.059, -0.565, 0.168, 0.082, 0.089, 0.064, 0.091, 0.160, 0.138, 0.138],
  "e_tot_ha": -2077.09563,
  "gap_ev": 8.1,
  "smiles": "O=C1C=C(CCCCCCCSc2nnco2)C(=O)O1.C[C@@H]1COC(=O)O1.C[C@@H]1COC(=O)O1"
}